[1]
This record from the Open Molecules 2025 dataset describes a structure of composition AgI at a distorted geometry. The level of theory is ωB97M-V/def2-TZVPD.

Structure (XYZ):
```
2
Properties=species:S:1:pos:R:3:forces:R:3
Ag -0.088 -1.407 -0.474 0.10 1.64 0.55
I 0.088 1.407 0.474 -0.10 -1.64 -0.55
```
Positions in Å, forces in eV/Å.

Output
strongest force on any atom = 1.7 eV/Å
energy above the lowest of the compared OMol25 structures with the same formula, charge and spin = 3.9 kcal/mol
charge = 0

=====

[2]
This record from the Open Molecules 2025 dataset describes an isolated molecule of C20H14BrN3O2. The level of theory is ωB97M-V/def2-TZVPD.

Structure (XYZ):
```
40
Properties=species:S:1:pos:R:3:forces:R:3
C 0.204 -5.225 0.428 0.04 -0.28 0.05
O -0.084 -3.863 0.225 -0.28 0.28 -0.38
C -0.064 -3.355 -1.025 -0.10 0.81 0.26
C -0.016 -4.154 -2.197 0.00 -0.14 -0.39
C -0.115 -3.616 -3.444 0.05 -0.33 0.28
C -0.285 -2.222 -3.610 -0.06 0.45 0.26
N -0.425 -1.698 -4.822 0.05 -0.15 -0.15
C -0.575 -0.378 -4.915 0.00 0.06 0.48
C -0.722 0.224 -6.189 -0.05 0.38 -0.23
C -0.885 1.572 -6.291 0.03 -0.43 -0.29
C -0.912 2.389 -5.139 0.02 0.09 0.50
C -0.774 1.850 -3.895 -0.05 0.35 -0.27
C -0.600 0.453 -3.744 0.01 -0.44 -0.14
N -0.465 -0.071 -2.526 0.05 -0.08 0.10
C -0.302 -1.392 -2.438 0.00 0.02 -0.47
C -0.147 -1.977 -1.154 0.28 -0.71 0.33
N -0.131 -1.092 -0.074 -0.39 0.08 -0.25
C 0.704 -1.149 1.004 0.09 0.05 0.06
O 1.492 -2.044 1.215 0.14 0.08 0.05
C 0.547 0.007 1.942 0.11 0.15 0.26
C 0.724 -0.239 3.301 -0.02 -0.03 -0.21
C 0.612 0.781 4.226 -0.02 0.12 0.03
C 0.339 2.063 3.779 -0.01 0.16 0.07
Br 0.183 3.481 5.040 0.02 -0.16 -0.14
C 0.187 2.337 2.430 -0.02 0.13 0.15
C 0.289 1.306 1.513 0.02 -0.22 0.07
H 0.243 -5.352 1.508 0.01 -0.05 -0.09
H -0.579 -5.870 0.015 0.06 0.03 0.02
H 1.173 -5.499 0.001 -0.03 0.02 0.01
H 0.090 -5.222 -2.094 0.01 -0.09 0.01
H -0.077 -4.232 -4.328 -0.01 -0.08 -0.08
H -0.698 -0.419 -7.055 0.00 -0.06 -0.09
H -0.996 2.035 -7.261 0.00 -0.01 -0.09
H -1.043 3.454 -5.257 -0.01 0.08 0.03
H -0.791 2.460 -3.005 0.00 0.04 0.08
H -0.567 -0.207 -0.302 0.07 -0.11 0.19
H 0.950 -1.245 3.619 0.04 -0.09 0.02
H 0.740 0.587 5.280 0.00 -0.01 0.06
H -0.006 3.347 2.101 0.00 0.06 -0.01
H 0.197 1.536 0.462 -0.02 0.01 -0.12
```
Positions in Å, forces in eV/Å.

Output
strongest force on any atom = 0.9 eV/Å
energy above the lowest of the compared OMol25 structures with the same formula, charge and spin = 0.0 kcal/mol
SMILES = COc1ccc2nc3ccccc3nc2c1NC(=O)c1ccc(Br)cc1
charge = 0

=====

[3]
This record from the Open Molecules 2025 dataset describes a cluster of 2 separate species, C28H36N3 in total at a distorted geometry. The level of theory is ωB97M-V/def2-TZVPD.

Structure (XYZ):
```
67
Properties=species:S:1:pos:R:3:forces:R:3
C -5.440 -1.630 2.238 0.32 -0.22 0.31
C -5.548 -2.869 1.343 -0.81 0.20 0.00
N -4.270 -3.196 0.777 0.92 0.94 -0.04
C -3.933 -4.481 0.202 0.16 -0.68 -0.25
C -2.501 -4.270 -0.373 -0.06 -0.90 -0.25
C -2.171 -2.848 -0.072 0.44 0.77 -0.10
C -1.066 -2.081 -0.339 -0.23 -0.50 0.07
C -1.013 -0.707 0.048 -0.52 0.29 0.03
C 0.195 0.022 -0.131 -0.98 0.71 0.80
C 0.475 1.274 0.492 -0.20 0.13 0.58
C 1.550 2.082 0.008 0.27 0.42 -0.16
C 1.765 3.347 0.493 -0.41 -0.86 0.08
C 0.914 3.871 1.491 0.62 1.05 -0.18
N 1.266 5.144 1.823 -0.48 -1.19 -0.29
C 0.615 5.899 2.857 -0.10 0.34 0.79
C -0.810 5.383 3.084 -0.15 0.09 -0.47
C -0.927 3.840 3.125 -0.12 0.09 0.73
C -0.121 3.137 2.066 -0.16 -0.88 -0.37
C -0.277 1.827 1.606 -0.26 0.45 0.22
C 2.437 5.590 1.101 0.59 0.28 -0.42
C 2.798 4.378 0.190 0.71 0.61 -0.26
C -2.234 -0.156 0.609 -0.38 -0.12 0.38
C -3.342 -0.932 0.946 0.67 0.46 -0.11
C -3.281 -2.279 0.589 -0.46 -1.06 -0.01
C -4.607 -0.478 1.630 -0.59 0.36 -0.13
H -6.456 -1.281 2.473 0.36 -0.04 -0.06
H -4.980 -1.936 3.188 -0.07 0.06 -0.17
H -5.921 -3.735 1.919 0.19 0.37 -0.19
H -6.296 -2.676 0.547 0.34 -0.16 0.15
H -3.949 -5.280 0.966 -0.08 0.40 -0.25
H -4.649 -4.768 -0.591 0.22 0.19 0.34
H -1.796 -4.960 0.104 -0.08 0.10 -0.20
H -2.506 -4.469 -1.452 0.17 0.03 0.26
H -0.193 -2.523 -0.815 -0.11 0.06 0.00
H 0.945 -0.393 -0.816 -0.25 0.14 0.25
H 2.176 1.689 -0.794 -0.08 0.06 0.13
H 1.180 5.835 3.810 -0.05 -0.03 -0.41
H 0.602 6.969 2.576 -0.04 -0.49 0.06
H -1.193 5.820 4.017 0.07 -0.21 -0.29
H -1.442 5.765 2.270 0.10 -0.09 0.14
H -0.610 3.514 4.125 -0.04 -0.12 -0.17
H -1.987 3.589 3.031 0.11 -0.10 0.06
H -1.009 1.213 2.151 0.54 0.24 -0.40
H 2.221 6.497 0.501 -0.01 -0.38 0.34
H 3.265 5.845 1.790 -0.40 -0.13 -0.21
H 3.808 4.030 0.436 -0.20 -0.03 -0.21
H 2.779 4.677 -0.862 0.12 -0.11 0.13
H -2.338 0.924 0.779 0.19 -0.59 -0.23
H -5.251 0.059 0.920 0.21 0.00 0.04
H -4.374 0.224 2.437 0.01 0.02 -0.16
C 4.903 -3.203 -4.320 -0.26 0.15 0.20
C 4.832 -1.699 -4.092 -0.33 0.05 -0.10
C 4.175 -1.308 -2.757 0.41 -0.15 0.68
N 2.854 -1.910 -2.465 0.17 -0.23 -1.88
C 2.869 -3.364 -2.775 0.27 -0.24 0.76
C 3.512 -3.784 -4.106 -0.16 0.28 -0.12
H 5.256 -3.420 -5.331 -0.07 0.05 0.00
H 5.634 -3.671 -3.652 -0.12 0.08 0.18
H 5.845 -1.298 -4.117 -0.07 0.27 0.10
H 4.279 -1.242 -4.920 0.00 -0.01 0.05
H 4.871 -1.639 -1.967 0.14 0.22 -0.02
H 4.110 -0.209 -2.713 -0.10 -0.35 0.09
H 2.607 -1.763 -1.494 0.24 -0.16 -0.07
H 3.458 -3.861 -1.984 -0.16 -0.20 -0.05
H 1.845 -3.772 -2.744 0.29 0.27 0.10
H 2.868 -3.479 -4.939 0.02 0.02 0.06
H 3.585 -4.872 -4.135 -0.28 -0.04 0.11
```
Positions in Å, forces in eV/Å.

Output
strongest force on any atom = 1.9 eV/Å
energy above the lowest of the compared OMol25 structures with the same formula, charge and spin = 7.3 kcal/mol
charge = +1

=====

[4]
This record from the Open Molecules 2025 dataset describes a cluster of 13 separate species, C17H40O23 in total at a distorted geometry. The level of theory is ωB97M-V/def2-TZVPD.

Structure (XYZ):
```
80
Properties=species:S:1:pos:R:3:forces:R:3
C 14.300 -20.150 -9.491 -0.27 0.00 -0.03
C 15.089 -19.075 -8.806 0.79 0.27 0.66
O 14.739 -17.838 -9.464 1.22 -0.06 1.47
C 13.839 -18.084 -10.358 -1.68 1.53 -4.08
O 13.493 -17.279 -11.241 0.45 -2.42 2.82
O 13.402 -19.367 -10.250 -1.03 0.30 -1.26
H 13.718 -20.744 -8.787 0.05 -0.11 -0.05
H 14.917 -20.801 -10.110 -0.08 0.12 -0.21
H 16.157 -19.208 -8.975 0.01 0.01 0.59
H 14.763 -19.040 -7.766 0.58 0.43 0.09
C 8.791 -24.693 -6.975 0.84 -1.50 2.04
C 8.650 -26.161 -6.761 3.26 -1.81 0.35
O 7.317 -26.447 -6.502 0.27 -0.97 0.48
C 6.657 -25.455 -7.013 -5.40 1.62 -0.98
O 5.419 -25.436 -7.158 4.18 0.25 0.38
O 7.492 -24.426 -7.329 -2.23 1.43 -1.64
H 9.628 -24.619 -7.670 -0.53 1.04 -0.46
H 8.989 -24.245 -6.001 0.30 0.64 -0.18
H 9.285 -26.511 -5.948 -0.17 -0.19 0.02
H 9.008 -26.637 -7.674 -0.41 -0.55 -0.07
C 16.939 -23.563 -7.346 0.14 -0.42 -0.71
C 15.980 -24.513 -8.045 -0.12 0.30 0.62
O 16.393 -25.792 -7.528 -0.09 -0.45 -0.39
C 17.054 -25.598 -6.374 2.58 -2.66 0.30
O 17.598 -26.482 -5.712 -1.97 1.68 -1.17
O 17.274 -24.321 -6.179 -0.16 1.86 1.20
H 16.519 -22.570 -7.185 -0.01 -0.23 0.63
H 17.867 -23.432 -7.902 -0.05 0.02 -0.22
H 16.061 -24.398 -9.125 -0.10 -0.51 0.06
H 14.963 -24.416 -7.666 -0.19 0.44 -0.42
C 14.143 -24.578 -11.618 -0.68 1.93 -1.27
C 13.690 -23.151 -11.356 0.86 0.17 -1.64
O 12.496 -23.329 -10.590 -0.51 1.29 0.77
C 12.514 -24.506 -10.007 0.99 -0.61 -0.33
O 11.759 -24.960 -9.172 0.29 0.52 -0.63
O 13.577 -25.180 -10.489 0.20 -2.36 1.52
H 15.226 -24.502 -11.712 0.07 -0.91 0.59
H 13.695 -25.004 -12.516 0.29 -0.09 0.14
H 13.496 -22.574 -12.260 -0.42 -0.13 0.17
H 14.546 -22.676 -10.877 -0.57 0.32 0.94
C 10.047 -22.020 -9.301 1.63 0.92 -0.10
C 8.846 -21.110 -9.109 -0.06 -1.15 -0.20
O 7.850 -21.868 -9.815 -0.64 -1.31 -0.96
C 8.421 -22.877 -10.584 -0.36 -1.12 -1.11
O 7.908 -23.727 -11.306 0.26 2.63 2.02
O 9.764 -22.831 -10.476 -0.05 0.98 1.69
H 10.301 -22.598 -8.413 -0.68 -0.69 -0.21
H 10.965 -21.441 -9.398 -0.02 -0.02 -0.87
H 8.886 -20.097 -9.507 0.25 -0.20 -0.27
H 8.620 -21.057 -8.044 -0.42 -0.02 -0.11
O 14.425 -27.750 -13.466 -0.48 -0.13 -0.07
H 14.010 -28.575 -13.211 -0.10 -0.35 0.02
H 15.342 -27.854 -13.209 0.73 0.32 0.27
O 17.030 -22.274 -10.944 -1.49 -0.49 0.56
H 17.609 -21.626 -10.543 0.70 0.66 0.41
H 17.511 -22.584 -11.711 0.58 -0.31 -0.82
O 12.276 -21.639 -14.753 0.35 0.92 -0.51
H 11.940 -22.447 -14.366 -0.08 -0.64 0.33
H 11.508 -21.220 -15.141 -0.05 0.18 -0.12
O 13.975 -25.781 -15.489 -0.10 0.48 -0.34
H 14.659 -25.909 -14.832 0.10 -0.14 0.14
H 13.578 -26.646 -15.593 -0.02 -0.20 0.11
O 11.545 -23.670 -13.312 -0.29 0.29 0.06
H 11.875 -24.553 -13.144 -0.01 -0.84 -0.18
H 10.681 -23.654 -12.900 -0.29 0.07 0.18
O 11.908 -26.380 -12.795 -0.23 0.25 -0.38
H 11.583 -26.730 -11.966 -0.43 -0.35 0.55
H 12.692 -26.896 -12.983 0.55 -0.03 -0.21
O 10.711 -27.556 -10.407 0.10 -0.34 -0.29
H 11.139 -26.926 -9.828 0.30 0.47 0.46
H 9.807 -27.249 -10.469 -0.32 0.09 -0.10
C 17.913 -27.502 -10.345 0.07 0.34 1.43
C 17.039 -26.522 -11.066 -0.66 -0.56 1.07
O 17.142 -26.785 -12.422 -0.19 0.20 -1.82
H 17.595 -28.526 -10.539 0.19 0.02 -0.38
H 17.733 -27.361 -9.279 0.16 -0.01 0.25
H 18.980 -27.355 -10.511 -0.07 -0.12 -0.27
H 17.184 -25.461 -10.862 0.65 0.04 0.19
H 16.014 -26.705 -10.745 -0.35 -0.10 0.05
H 17.418 -25.958 -12.822 0.11 0.06 -0.55
```
Positions in Å, forces in eV/Å.

Output
strongest force on any atom = 5.7 eV/Å
spin multiplicity = 2
charge = -1

=====

[5]
This record from the Open Molecules 2025 dataset describes a cluster of 2 separate species, C4H11N3O2 in total at a distorted geometry. The level of theory is ωB97M-V/def2-TZVPD.

Structure (XYZ):
```
20
Properties=species:S:1:pos:R:3:forces:R:3
C 0.742 1.981 -0.063 -0.60 0.13 1.10
N 0.748 0.546 -0.043 0.88 -0.06 0.90
C 1.754 -0.155 -0.407 -1.41 -0.91 -1.74
N 2.767 0.234 -1.260 0.50 1.05 0.99
N 1.688 -1.535 -0.274 0.20 0.37 0.08
H 0.864 2.335 0.965 0.46 -0.08 0.17
H -0.293 2.298 -0.202 0.13 0.24 -0.89
H 1.488 2.542 -0.634 -0.22 -0.10 -0.51
H 2.674 1.206 -1.504 0.35 -0.13 -0.38
H 3.028 -0.401 -1.990 -0.06 -0.07 -0.05
H 0.884 -1.837 0.263 0.14 -0.14 0.10
H 2.580 -1.961 -0.081 -0.16 -0.24 0.10
C -3.028 -0.549 1.374 0.24 -1.04 -1.44
C -2.007 -0.925 0.316 0.67 -0.56 0.92
O -1.347 -1.938 0.427 -0.09 0.24 -0.24
O -1.833 -0.038 -0.642 -2.09 1.00 0.09
H -3.660 0.277 1.075 0.16 0.28 0.43
H -2.448 -0.507 2.277 0.01 0.74 0.53
H -3.603 -1.456 1.474 -0.56 -0.18 0.16
H -0.997 -0.117 -1.072 1.44 -0.53 -0.33
```
Positions in Å, forces in eV/Å.

Output
strongest force on any atom = 2.4 eV/Å
energy above the lowest of the compared OMol25 structures with the same formula, charge and spin = 20.3 kcal/mol
SMILES = CN=C(N)N.CC(=O)O
charge = 0

=====

[6]
This record from the Open Molecules 2025 dataset describes a structure of composition C4H7N3 at a distorted geometry. The level of theory is ωB97M-V/def2-TZVPD.

Structure (XYZ):
```
14
Properties=species:S:1:pos:R:3:forces:R:3
C -2.244 0.274 0.150 -0.17 0.23 -0.01
C -0.883 -0.325 -0.086 -0.35 -0.33 -2.14
N 0.314 0.463 -0.026 0.26 0.82 0.04
C 1.523 -0.144 0.266 -0.17 -0.03 0.05
N 1.660 -1.199 0.971 -0.06 0.40 -0.27
C 2.645 0.589 -0.321 0.93 0.46 -0.40
N 3.538 1.144 -0.801 -0.82 -0.51 0.45
H -2.356 1.118 -0.529 -0.38 0.20 0.25
H -2.528 0.532 1.173 0.30 0.06 -0.04
H -2.912 -0.526 -0.194 -0.14 0.34 0.10
H -0.949 -0.244 -1.427 -0.21 -2.47 3.45
H -0.726 -1.147 0.676 -0.20 -0.12 -1.98
H 0.278 0.923 -0.924 1.24 0.82 0.51
H 2.642 -1.458 1.073 -0.24 0.15 -0.01
```
Positions in Å, forces in eV/Å.

Output
strongest force on any atom = 4.3 eV/Å
energy above the lowest of the compared OMol25 structures with the same formula, charge and spin = 54.6 kcal/mol
charge = 0

=====

| no. | E_tot (Ha) |
| --- | --- |
| 1 | -444.646010 |
| 2 | -3659.331865 |
| 3 | -1252.604617 |
| 4 | -2402.280802 |
| 5 | -473.770487 |
| 6 | -320.796322 |